# 1
Below is an isolated molecule of C22H31N3O2S, with properties calculated with ωB97M-V with the def2-TZVPD basis set.

The geometry in XYZ format:
```
59
Properties=species:S:1:pos:R:3:nbo_charge:R:1
S 0.9114 -2.8463 -1.1717 0.27
O 4.0363 -3.1596 1.2494 -0.63
O -1.2684 -0.9688 3.0323 -0.62
N -2.4552 -0.7908 1.1023 -0.41
N 2.1963 1.2641 -0.6516 -0.47
N 2.8963 -1.3466 0.5271 -0.63
C -0.3663 -2.0627 -0.2373 -0.11
C -3.6956 -0.5646 -0.9683 -0.26
C -2.7571 -1.3743 -3.0293 -0.23
C -3.7836 -0.7504 -2.3289 -0.18
C 4.4751 0.3991 -0.1928 -0.41
C 3.8285 -0.3453 0.9812 -0.22
C 3.0936 -2.6615 0.6700 0.66
C -3.5196 -0.1596 1.8663 -0.23
C -0.2871 -1.8413 1.0935 -0.35
C 1.0528 2.9015 0.7559 -0.41
C -1.5282 -1.6271 -0.9661 -0.07
C 2.3066 2.5832 -0.0523 -0.22
C -1.3398 -1.1878 1.8341 0.64
C -1.4586 3.0938 0.6699 -0.60
C -0.1858 2.8624 -0.1373 -0.20
C -4.6429 -1.1406 2.1867 -0.62
C 3.4429 0.8182 -1.2507 -0.22
C -0.2191 1.5023 -0.8301 -0.40
C 2.0159 -3.5694 0.0721 -0.63
C 1.0816 1.2381 -1.5814 -0.22
C -2.5688 -0.9913 -0.2509 0.20
C -1.6458 -1.8066 -2.3474 -0.19
H -2.3335 3.0408 0.0251 0.20
H -5.0810 -1.5524 1.2801 0.21
H 0.9432 2.1588 1.5486 0.21
H -4.6628 -0.4080 -2.8540 0.22
H -1.5537 2.3377 1.4465 0.20
H 3.8851 1.5892 -1.9057 0.18
H 3.2145 -0.0476 -1.8785 0.20
H 1.4113 -4.0040 0.8694 0.25
H -3.8897 0.7146 1.3273 0.20
H -0.0994 3.6467 -0.8987 0.19
H -4.5134 -0.0792 -0.4636 0.22
H 1.0356 0.2514 -2.0527 0.20
H -1.0597 1.4404 -1.5242 0.21
H 2.5222 -4.3859 -0.4457 0.26
H 3.1779 2.5993 0.6042 0.20
H 4.5912 -0.8524 1.5757 0.24
H -0.8396 -2.2952 -2.8730 0.22
H -0.3441 0.7318 -0.0686 0.20
H 1.2043 1.9895 -2.3834 0.16
H 2.1056 -0.9831 0.0149 0.43
H 2.4524 3.3580 -0.8286 0.16
H -3.0610 0.1746 2.8008 0.26
H -4.2530 -1.9603 2.7850 0.22
H -5.4193 -0.6360 2.7552 0.22
H 1.1585 3.8842 1.2188 0.21
H -1.4388 4.0720 1.1448 0.21
H 5.2127 -0.2440 -0.6749 0.22
H -2.8342 -1.5185 -4.0955 0.22
H 3.2868 0.3622 1.6140 0.20
H 5.0013 1.2693 0.2006 0.20
H 0.5647 -2.1221 1.6913 0.24
```

Results
Max |F| in eV/Å: 0.73
M in u: 401.6
Structure (SMILES): CCn1c(=O)cc(SCC(=O)NCCCN2CCC(C)CC2)c2ccccc21
Electronic energy in a.u.: -1569.92290
Kohn-Sham gap in eV: 8.57
Energy relative to the best compared isomer or geometry (same formula, charge and spin) in kcal/mol: 0.0

***

# 2
Below is an isolated molecule of C22H31N3O4, with properties calculated with ωB97M-V with the def2-TZVPD basis set.

The geometry in XYZ format:
```
60
Properties=species:S:1:pos:R:3:nbo_charge:R:1
O -0.4100 2.6259 0.2790 -0.52
O -0.1250 0.3721 2.5794 -0.65
O -1.6413 0.4447 -1.5210 -0.64
O -1.8393 3.4263 1.8098 -0.59
N -3.0899 2.1236 -1.8467 -0.61
N 1.0656 -5.4120 0.6881 -0.42
N 0.0801 -0.5200 0.5125 -0.63
C -4.3346 2.8025 -1.4923 -0.21
C -1.5708 2.6503 0.9325 0.83
C -0.6198 0.0496 1.5065 0.69
C -0.0691 -3.2189 1.9621 -0.16
C 0.6084 3.5155 0.7871 -0.07
C 1.1921 -3.1064 1.3859 -0.06
C 1.8317 3.3260 -0.0729 -0.62
C -3.9471 1.9188 0.8072 -0.38
C -0.1545 -5.4799 1.2122 0.02
C 3.5638 -0.2803 -0.9629 -0.40
C -2.1116 0.2453 1.2454 -0.47
C 2.0694 -0.6322 -0.8578 -0.22
C 4.0436 -0.8990 -2.2985 -0.41
C -2.3673 1.3024 -1.0420 0.72
C 1.9220 -1.8824 -1.7244 -0.41
C 2.7928 -1.5340 -2.9300 -0.40
C 1.5260 -0.6538 0.5717 -0.02
C -2.5049 1.5255 0.4695 -0.24
C -4.3838 3.1240 -0.0119 -0.42
C 1.7069 -4.2513 0.7858 0.03
C -0.7570 -4.4167 1.8671 -0.26
C 1.9828 -1.8278 1.4719 -0.44
H -5.1813 2.1599 -1.7584 0.18
H 2.1862 2.2972 -0.0157 0.21
H 1.5149 0.1677 -1.3664 0.21
H 0.7885 3.2557 1.8305 0.20
H -0.3789 -0.5506 -0.3894 0.44
H 3.0270 -2.3940 -3.5574 0.21
H 4.5065 -0.1621 -2.9545 0.21
H 4.7940 -1.6683 -2.1092 0.20
H 2.3391 -2.7516 -1.2137 0.20
H 3.7175 0.7989 -0.9257 0.21
H -4.0035 2.1365 1.8727 0.24
H -4.5994 1.0630 0.6037 0.21
H 4.1202 -0.7029 -0.1233 0.20
H -2.5155 -0.6185 0.7149 0.23
H 0.2294 4.5368 0.7479 0.19
H 2.6293 3.9848 0.2710 0.22
H -0.4928 -2.3820 2.5038 0.22
H 1.9315 -1.4686 2.5012 0.24
H 3.0352 -2.0350 1.2625 0.21
H -5.3995 3.4215 0.2512 0.22
H -1.7394 -4.5332 2.3052 0.22
H -2.9678 1.8930 -2.8226 0.40
H -2.5726 0.3036 2.2306 0.24
H 2.7104 -4.2306 0.3693 0.18
H -4.4124 3.7120 -2.0884 0.21
H -0.6660 -6.4315 1.1168 0.19
H 1.6144 3.5598 -1.1153 0.21
H -3.7341 3.9705 0.2146 0.22
H 0.8871 -2.1143 -1.9828 0.22
H 1.9013 0.2482 1.0686 0.21
H 2.2714 -0.8037 -3.5547 0.20
```

Results
Max |F| in eV/Å: 0.15
M in u: 401.5
Structure (SMILES): CCOC(=O)[C@@]1(CC(=O)N[C@@H](Cc2cccnc2)C2CCCC2)CCCNC1=O
Electronic energy in a.u.: -1322.23042
Kohn-Sham gap in eV: 9.66
Energy relative to the best compared isomer or geometry (same formula, charge and spin) in kcal/mol: 13.1

***

# 3
Below is an isolated molecule of C22H31NO2 in a non-equilibrium geometry, with properties calculated with ωB97M-V with the def2-TZVPD basis set.

The geometry in XYZ format:
```
56
Properties=species:S:1:pos:R:3:nbo_charge:R:1
O 3.6461 -1.1594 0.3873 -0.51
O 8.8897 -1.6430 0.4836 -0.50
N -4.3789 -1.8885 -1.6092 -0.35
C -3.6706 2.0444 1.1776 -0.41
C 3.9747 1.8588 0.4238 -0.41
C -4.8400 -1.0533 0.7850 -0.42
C 5.7080 -0.0629 -0.1234 -0.03
C -4.1135 -3.8303 -2.6715 -0.30
C 5.1219 1.3274 -0.5346 -0.43
C 7.6979 -1.5310 0.2860 0.50
C 0.2667 2.2488 0.4896 -0.39
C -3.7915 0.8952 2.2517 -0.41
C -1.0793 1.4924 0.8977 -0.41
C 7.0745 -0.1662 -0.0741 -0.25
C -4.1147 -3.2252 -1.3492 -0.09
C -4.3705 -2.8041 -3.7156 -0.31
C -4.5148 -1.5695 -2.9586 -0.08
C 2.6631 2.1963 -0.3927 -0.40
C -3.6291 -0.5672 1.6956 -0.40
C 6.8117 -2.8078 0.3664 -0.24
C -4.5008 -0.7161 -0.7234 -0.20
C 1.4055 1.2748 0.0100 -0.40
C 5.4544 -2.7284 0.3110 -0.24
C 4.8407 -1.2979 0.2117 0.51
C -2.2085 2.5970 0.9465 -0.40
H -4.4485 -2.9437 -4.8108 0.23
H 4.6783 1.1739 -1.5614 0.22
H -5.2995 -0.0381 -1.1313 0.21
H -5.7513 -0.4849 1.1277 0.21
H -3.9692 -3.6658 -0.3482 0.23
H -3.6265 -1.2525 2.5928 0.21
H -5.0518 -2.1395 0.9609 0.22
H -2.2056 3.0794 -0.0753 0.20
H -4.8266 0.9728 2.6898 0.20
H -0.8870 1.1193 1.9454 0.20
H -4.1046 1.7993 0.1777 0.20
H -1.9047 3.3689 1.6958 0.20
H -1.2829 0.6580 0.1853 0.20
H 2.3878 3.2643 -0.1517 0.20
H -2.6708 -0.7427 1.1502 0.21
H -4.6988 -0.5547 -3.3781 0.22
H 4.3505 2.8134 0.8902 0.20
H 2.7827 2.1561 -1.5034 0.20
H -3.9639 -4.9080 -2.8993 0.22
H -3.5619 -0.0943 -0.7177 0.20
H 0.6749 2.8719 1.3232 0.20
H 5.9376 2.0808 -0.6664 0.22
H -4.2768 2.9124 1.5727 0.21
H 7.7201 0.7195 -0.2927 0.23
H 3.7606 1.1737 1.2866 0.22
H -3.0407 1.0756 3.0645 0.21
H 4.7956 -3.6274 0.3418 0.24
H -0.0009 2.8866 -0.4041 0.19
H 1.1551 0.6786 -0.9007 0.20
H 1.7204 0.5883 0.8354 0.21
H 7.2658 -3.8253 0.4295 0.24
```

Results
Max |F| in eV/Å: 3.73
M in u: 341.5
Structure (SMILES): O=C1C=CC(=O)C(CCCCCCCCCCCCn2cccc2)=C1
Electronic energy in a.u.: -1061.98859
Kohn-Sham gap in eV: 6.92
Energy relative to the best compared isomer or geometry (same formula, charge and spin) in kcal/mol: 107.7

***

- What is the M in the third record?
  341.5 u